{
  "formula": "C7H5P3",
  "method": "wB97M-V/def2-TZVPD",
  "symbols": ["C", "C", "C", "C", "C", "C", "C", "P", "P", "P", "H", "H", "H", "H", "H"],
  "positions_angstrom": [[1.94724, -0.38426, -0.03510], [2.05262, 0.99820, -0.12203], [0.70565, -0.98606, 0.04876], [0.91574, 1.79481, -0.10982], [-0.44320, -0.20331, 0.03561], [-0.33735, 1.20530, -0.02918], [-1.77886, -0.66446, 0.10522], [-1.89855, 2.11682, 0.00726], [-3.12005, 0.41286, 0.14911], [-2.07249, -2.85985, -0.02696], [2.83884, -0.99413, -0.02860], [3.02495, 1.46085, -0.19781], [0.60693, -2.06010, 0.12683], [1.00077, 2.87006, -0.16197], [-3.44225, -2.70672, 0.23868]],
  "forces_ev_per_angstrom": [[0.13, 0.06, -0.01], [0.08, -0.03, 0.00], [-0.15, -0.07, -0.03], [-0.14, 0.00, 0.00], [0.57, 0.62, 0.02], [-0.01, -0.07, 0.00], [-1.09, -4.42, -0.24], [0.08, -0.03, 0.01], [-0.14, 0.09, 0.00], [0.64, 3.75, 0.25], [0.06, -0.02, -0.01], [0.10, 0.02, 0.02], [0.10, -0.06, -0.01], [0.05, 0.12, -0.02], [-0.29, 0.04, 0.02]],
  "orbital_gap_ev": [6.7, 6.4],
  "lumo_energy_ev": [-1.500, -2.155],
  "spin_multiplicity": 1,
  "homo_ha": [-0.303, -0.314]
}


{
  "formula": "C7H6",
  "method": "wB97M-V/def2-TZVPD",
  "symbols": ["C", "C", "C", "C", "C", "C", "C", "H", "H", "H", "H", "H", "H"],
  "positions_angstrom": [[0.26136, -0.85331, -2.03561], [0.13133, -0.26452, -0.69230], [0.60489, -0.39898, 0.57169], [0.59600, -0.02383, 1.93421], [-0.36878, 0.99268, 2.19179], [-1.04754, 1.32389, 1.01721], [-0.66445, 0.56022, -0.02094], [-0.60620, -0.55197, -2.69480], [1.16694, -0.54846, -2.64601], [0.46246, -2.00993, -2.01922], [1.36552, -0.46614, 2.68990], [-0.60242, 1.45345, 3.25382], [-1.80956, 1.99716, 0.91161]],
  "forces_ev_per_angstrom": [[0.93, -1.69, -2.31], [0.26, -0.77, -0.22], [-0.76, 0.96, 1.23], [1.28, -0.57, 0.26], [0.27, -0.11, 1.94], [0.61, -0.88, 1.01], [1.26, -0.36, -0.50], [0.77, -0.69, 0.93], [-0.77, 0.27, 1.10], [-0.98, 2.07, 0.23], [-1.73, 0.98, -1.45], [0.64, -0.95, -2.34], [-1.78, 1.75, 0.10]],
  "orbital_gap_ev": 9.8,
  "smiles": "Cc1c2cccc1-2",
  "lumo_energy_ev": 1.009,
  "spin_multiplicity": 1,
  "homo_ha": -0.323
}


{
  "formula": "C7H6",
  "method": "wB97M-V/def2-TZVPD",
  "symbols": ["C", "C", "C", "C", "C", "C", "C", "H", "H", "H", "H", "H", "H"],
  "positions_angstrom": [[-1.80021, -0.41716, -0.34663], [-1.54057, 0.96491, -0.16212], [-0.52249, -1.17551, -0.46581], [-0.66786, -0.92756, 0.88297], [-0.19217, 1.09051, 0.09795], [0.52242, -0.15092, -0.07079], [1.96956, -0.51750, -0.01653], [-2.72122, -0.87009, -0.26407], [-2.26018, 1.83035, -0.00322], [0.09029, 2.20124, 0.38613], [2.40530, -1.04230, -0.96518], [2.10431, -1.25680, 0.70386], [2.61279, 0.27084, 0.22345]],
  "forces_ev_per_angstrom": [[2.47, -0.14, 1.36], [-0.09, 2.01, 0.54], [0.05, -0.97, -3.63], [0.26, 0.60, 1.58], [-0.27, 4.28, -0.60], [-1.54, -0.65, 0.93], [-0.18, -1.11, -2.42], [-1.71, -1.02, -0.13], [0.91, -1.57, -0.32], [0.39, -2.78, -0.45], [-1.26, 1.22, 1.27], [0.20, -1.32, 1.52], [0.78, 1.44, 0.34]],
  "orbital_gap_ev": [7.2, 6.6],
  "lumo_energy_ev": [1.063, -2.695],
  "spin_multiplicity": 3,
  "homo_ha": [-0.225, -0.340]
}


{
  "formula": "C7H60N3O24",
  "method": "wB97M-V/def2-TZVPD",
  "symbols": ["C", "C", "O", "C", "C", "O", "C", "C", "N", "C", "N", "N", "H", "H", "H", "H", "H", "H", "H", "H", "H", "H", "H", "H", "H", "H", "H", "H", "O", "H", "H", "O", "H", "H", "O", "H", "H", "O", "H", "H", "O", "H", "H", "O", "H", "H", "O", "H", "H", "O", "H", "H", "O", "H", "H", "O", "H", "H", "O", "H", "H", "O", "H", "H", "O", "H", "H", "O", "H", "H", "O", "H", "H", "O", "H", "H", "O", "H", "H", "O", "H", "H", "O", "H", "H", "O", "H", "H", "O", "H", "H", "O", "H", "H"],
  "positions_angstrom": [[-0.11433, -0.86110, -2.70553], [1.18574, -0.47421, -3.52918], [2.38790, -0.54178, -2.74435], [2.52757, 0.64653, -1.91795], [3.52674, 0.26209, -0.76743], [3.10863, 0.66265, 0.55042], [1.84627, 0.10227, 0.90588], [2.05337, -0.31456, 2.42750], [2.17649, -1.81211, 2.51442], [2.01345, -2.24939, 1.17862], [2.29718, -3.42233, 0.60313], [1.48226, -1.22508, 0.39564], [-0.00629, -1.88750, -2.24934], [-1.00709, -0.83802, -3.37878], [-0.24219, -0.12989, -1.85334], [0.98905, 0.53065, -3.98623], [1.26891, -1.22279, -4.35597], [2.94862, 1.43123, -2.60999], [1.53757, 1.04187, -1.57194], [4.53009, 0.72594, -1.03196], [3.70187, -0.85182, -0.77012], [1.03513, 0.87768, 0.94960], [1.00628, -0.15891, 2.83529], [2.72341, 0.30686, 3.06380], [3.09590, -2.00260, 2.92677], [1.88480, -4.32974, 0.86274], [2.93921, -3.40016, -0.19294], [1.44252, -1.36794, -0.62098], [1.25314, 3.38139, -2.14227], [1.66121, 3.46301, -1.27277], [1.17775, 4.29466, -2.45057], [-1.04669, 5.23332, -3.12410], [-1.12999, 4.30637, -2.86458], [-1.85958, 5.64022, -2.80128], [-3.06386, 3.93672, -4.50990], [-2.41053, 4.64347, -4.60132], [-3.26156, 3.68167, -5.41951], [2.51878, -2.94509, 5.38948], [2.27333, -2.57450, 4.53387], [2.44208, -3.89901, 5.26444], [-0.40901, -2.21807, 5.11187], [-0.06520, -2.66310, 5.90080], [0.23077, -2.42617, 4.42694], [3.64829, -6.04191, -0.87449], [3.36726, -5.26628, -0.38244], [4.44450, -5.75264, -1.34060], [2.84006, -0.20587, 6.36894], [2.59339, 0.17520, 5.52085], [2.76187, -1.16144, 6.23396], [-5.28492, 4.81392, -6.04840], [-6.17113, 5.18629, -5.96262], [-5.03817, 4.57747, -5.14381], [-7.28168, 6.39358, -8.00237], [-6.38126, 6.73242, -7.95077], [-7.40904, 6.20844, -8.94317], [-4.30890, 0.97404, -6.54857], [-4.32820, 0.87429, -5.59060], [-4.60005, 1.88215, -6.69732], [3.02637, 2.48252, 8.41280], [2.78118, 2.86429, 7.56225], [2.94947, 1.52917, 8.27034], [1.23745, -0.22959, -6.31160], [2.13881, 0.10924, -6.25948], [1.11282, -0.41780, -7.24956], [0.01516, 3.77583, 8.12741], [-0.53164, 3.11577, 7.68776], [0.82276, 3.30001, 8.35611], [0.97379, -6.22067, 1.88228], [0.88358, -7.15003, 2.12178], [0.14921, -5.82105, 2.18394], [-9.76210, 4.73660, -7.64838], [-10.40658, 5.39628, -7.92392], [-8.94943, 5.24289, -7.51607], [-7.95004, 4.74260, -10.56391], [-8.23448, 5.05840, -11.42864], [-8.01956, 3.78412, -10.62809], [6.78737, 0.16371, -1.46173], [7.16551, -0.22959, -0.66740], [7.41036, -0.07530, -2.15743], [1.96648, 0.68136, 11.08789], [2.50071, -0.11108, 10.96776], [2.24726, 1.26608, 10.37328], [6.46471, -6.86174, -1.38131], [5.92306, -7.55364, -1.77870], [7.27944, -7.31470, -1.13871], [-3.28427, -1.38940, 5.45623], [-3.92374, -2.01696, 5.09893], [-2.45639, -1.88497, 5.47510], [-4.73524, -4.21681, 5.45865], [-4.84507, -5.15271, 5.65737], [-5.55736, -3.81583, 5.76343], [-1.40436, -3.20261, 7.52069], [-1.46893, -3.36024, 8.46917], [-1.67824, -2.28176, 7.42077]],
  "forces_ev_per_angstrom": [[0.94, 0.28, 0.38], [-1.59, -0.91, -0.26], [-1.07, 0.68, 0.76], [0.68, -0.21, -0.83], [0.92, 0.32, -1.32], [-0.78, -0.81, -1.44], [1.17, 0.31, 3.52], [-4.04, 0.68, 0.70], [1.32, 0.51, -2.43], [-0.89, 2.93, -0.28], [0.18, -0.77, 0.29], [2.17, -0.84, 0.76], [-0.17, 0.85, -0.61], [0.74, 0.01, 0.69], [-0.22, -0.66, -0.90], [0.60, -0.75, 0.44], [0.22, 0.83, 0.84], [-0.35, -0.53, 1.05], [0.78, -0.49, -0.06], [-1.25, -0.51, 0.93], [-0.21, 0.99, -0.23], [0.59, -0.95, -0.94], [1.15, 0.17, 0.02], [0.01, -0.88, -0.91], [-0.28, -0.87, -0.51], [0.53, 0.45, 0.45], [-0.91, 0.19, 0.03], [-0.25, -0.15, 0.26], [0.01, 0.19, 0.10], [-0.01, 0.07, -0.05], [-0.10, -0.05, -0.04], [0.01, -0.03, 0.09], [-0.01, 0.02, -0.04], [0.13, 0.07, 0.10], [-0.10, -0.09, -0.22], [0.06, -0.08, 0.05], [0.09, -0.05, 0.04], [0.03, -0.07, -0.34], [-0.11, -0.16, 0.21], [0.10, 0.00, 0.23], [0.19, 0.00, -0.03], [-0.18, -0.02, 0.07], [-0.18, 0.02, -0.06], [-0.09, 0.32, -0.14], [0.15, -0.38, 0.02], [0.12, -0.19, 0.15], [0.03, -0.02, -0.19], [-0.07, 0.11, 0.15], [0.02, 0.02, 0.25], [-0.15, -0.06, 0.28], [-0.02, -0.10, -0.28], [0.10, 0.16, -0.05], [0.11, 0.15, -0.11], [-0.05, -0.04, 0.10], [-0.09, -0.30, 0.01], [0.08, 0.21, 0.14], [-0.03, -0.03, -0.06], [-0.11, -0.09, -0.08], [-0.32, -0.21, 0.00], [0.15, 0.04, 0.03], [0.12, 0.04, -0.22], [0.13, 0.02, -0.55], [-0.05, 0.00, 0.01], [-0.07, 0.04, 0.06], [0.10, -0.17, -0.23], [-0.06, 0.08, 0.09], [0.00, 0.04, 0.24], [-0.14, 0.44, 0.08], [0.17, 0.00, -0.13], [-0.02, -0.14, -0.01], [-0.01, 0.09, 0.09], [0.02, -0.07, 0.01], [0.02, -0.03, -0.07], [0.05, 0.13, -0.24], [0.02, 0.02, 0.06], [-0.02, 0.05, 0.20], [0.08, -0.18, 0.06], [0.01, 0.09, -0.02], [-0.07, 0.09, -0.03], [0.09, -0.11, -0.27], [-0.03, 0.03, 0.11], [-0.05, 0.16, 0.18], [-0.06, -0.12, -0.11], [0.03, 0.01, 0.06], [0.00, 0.12, 0.00], [-0.01, 0.04, -0.01], [0.13, -0.06, 0.15], [-0.02, -0.01, -0.29], [-0.19, 0.02, -0.01], [0.08, 0.04, -0.03], [0.05, -0.02, 0.01], [0.18, 0.20, 0.10], [0.03, -0.07, -0.06], [-0.20, -0.08, 0.05]],
  "orbital_gap_ev": 7.7,
  "total_charge": 1,
  "lumo_energy_ev": -4.175,
  "spin_multiplicity": 1,
  "homo_ha": -0.435
}